53
Properties=species:S:1:pos:R:3:mulliken_spin:R:1 method="wB97M-V/def2-TZVPD" de_lowest_kcal_mol=4.3 spin_multiplicity=5 homo_ev="-0.66 / -1.31" gap_ev="4.97 / 5.59" charge=-2
Rh 0.52 0.97 -1.18 2.009
C -1.22 3.55 1.22 -0.019
C -0.03 3.20 2.08 0.054
C 0.49 4.12 2.98 -0.013
C 1.59 3.80 3.77 0.021
C 2.18 2.56 3.63 -0.013
C 1.69 1.61 2.73 0.007
C 2.41 0.31 2.52 0.016
C 0.54 1.92 1.97 -0.059
N 0.01 1.00 1.07 0.300
C -0.54 -0.14 1.48 0.236
C -1.01 -0.32 2.91 0.017
C -0.81 -1.16 0.55 0.229
C -1.46 -2.45 1.01 0.019
N -0.42 -1.01 -0.72 0.308
C -0.81 -1.87 -1.75 -0.073
C -2.13 -1.87 -2.24 -0.011
C -3.14 -0.93 -1.65 0.022
C -2.45 -2.70 -3.30 -0.013
C -1.50 -3.50 -3.91 0.019
C -0.19 -3.47 -3.45 -0.016
C 0.17 -2.66 -2.38 0.021
C 1.58 -2.63 -1.87 0.011
H -1.53 4.58 1.39 -0.002
H -2.06 2.87 1.42 0.003
H -0.96 3.43 0.17 0.036
H 0.03 5.10 3.05 0.001
H 1.98 4.52 4.48 0.002
H 3.07 2.32 4.20 0.001
H 3.42 0.37 2.94 0.000
H 2.49 0.10 1.45 -0.008
H 1.89 -0.52 2.99 0.004
H -0.92 0.62 3.45 0.007
H -0.43 -1.08 3.44 0.003
H -2.05 -0.64 2.93 0.003
H -0.98 -2.82 1.92 -0.003
H -1.36 -3.20 0.23 0.009
H -2.52 -2.31 1.23 0.004
H -2.71 0.07 -1.55 -0.009
H -3.48 -1.25 -0.66 0.005
H -4.02 -0.86 -2.30 0.000
H -3.47 -2.69 -3.68 0.000
H -1.77 -4.14 -4.74 0.002
H 0.57 -4.07 -3.93 0.000
H 2.27 -3.10 -2.57 -0.001
H 1.65 -3.14 -0.90 0.002
H 1.92 -1.60 -1.71 0.000
S 3.33 3.17 -4.14 -0.001
As 2.92 1.34 -3.21 -0.003
S 0.76 0.72 -3.61 0.129
S 2.89 1.49 -1.01 0.304
S 4.14 -0.24 -3.89 0.003
Te -0.56 2.65 -2.83 0.440

75
Properties=species:S:1:pos:R:3:lowdin_charge:R:1 method="wB97M-V/def2-TZVPD" de_lowest_kcal_mol=0.0 homo_ev=-9.29 gap_ev=6.11
Ba -4.91 2.85 2.10 2.000
O -4.65 10.83 2.85 0.172
C -3.94 9.91 3.07 -0.359
O -3.65 8.89 2.25 0.239
B -2.83 7.94 2.96 -0.878
O -2.59 8.49 4.30 0.229
C -3.21 9.64 4.46 -0.390
O -3.24 10.34 5.42 0.175
O -1.54 7.60 2.32 0.256
C -1.40 6.29 2.22 -0.390
O -0.55 5.69 1.66 0.196
C -2.68 5.68 2.80 -0.384
O -3.51 6.62 3.14 0.252
O -2.96 4.50 2.90 -0.132
O -2.48 3.18 0.37 0.056
C -1.80 2.19 0.33 -0.391
O -0.70 2.00 -0.34 0.300
B -0.34 0.56 -0.23 -0.821
O -1.33 -0.04 0.70 0.260
C -2.17 0.86 1.04 -0.416
O -3.10 0.79 1.82 -0.074
O -0.37 -0.08 -1.55 0.246
C 0.74 -0.73 -1.77 -0.360
O 1.04 -1.39 -2.72 0.137
C 1.67 -0.54 -0.55 -0.361
O 1.03 0.29 0.25 0.248
O 2.75 -1.00 -0.40 0.089
Br 5.64 -1.93 4.02 0.573
C 4.53 -2.14 2.40 -0.864
C 3.59 -0.99 2.17 -0.651
Br 2.25 -0.89 3.62 0.590
H 4.08 -3.13 2.35 -0.157
H 5.22 -2.20 1.56 0.019
H 3.04 -1.07 1.23 -0.011
H 4.05 -0.01 2.16 0.068
Br -3.94 -3.20 -1.68 0.570
C -3.20 -1.74 -2.80 -0.633
C -3.50 -0.38 -2.21 -0.660
Br -5.45 -0.03 -2.10 0.583
H -3.64 -1.82 -3.80 0.059
H -2.14 -1.88 -3.01 0.058
H -3.03 0.38 -2.82 0.076
H -3.09 -0.30 -1.21 0.025
Br 3.77 -3.98 0.80 0.910
C 2.16 -4.27 -0.27 -0.602
C 0.92 -3.99 0.51 -0.672
Br 0.55 -5.35 1.88 0.666
H 2.19 -5.28 -0.66 0.062
H 2.30 -3.61 -1.13 0.038
H 0.06 -3.95 -0.17 0.064
H 0.82 -3.00 0.95 0.042
Br -2.79 -3.08 1.77 0.604
C -1.44 -2.69 3.15 -0.706
C -2.09 -1.84 4.24 -0.700
Br -0.73 -1.50 5.57 0.640
H -0.58 -2.18 2.73 0.015
H -1.15 -3.66 3.53 0.007
H -2.92 -2.38 4.68 0.054
H -2.44 -0.90 3.83 0.026
Br 0.66 -4.58 -7.71 0.585
C 0.22 -3.86 -5.93 -0.684
C 1.17 -2.84 -5.39 -0.682
Br 1.80 -1.50 -6.67 0.587
H -0.07 -4.71 -5.32 0.058
H -0.75 -3.37 -6.03 0.051
H 2.10 -3.37 -5.13 0.045
H 0.95 -2.31 -4.46 0.011
Br 4.38 0.80 -3.14 0.609
C 4.98 -1.00 -2.52 -0.653
C 4.42 -1.99 -3.52 -0.667
Br 5.17 -3.75 -3.00 0.611
H 4.49 -1.10 -1.56 0.012
H 6.05 -1.00 -2.37 0.056
H 4.78 -1.79 -4.52 0.047
H 3.34 -2.02 -3.42 0.018

75
Properties=species:S:1:pos:R:3:lowdin_charge:R:1 method="wB97M-V/def2-TZVPD" de_lowest_kcal_mol=571.5 homo_ev=-6.53 gap_ev=7.96 charge=-1
K -0.08 -0.53 0.01 1.037
O 3.38 5.40 1.84 0.137
C 2.21 5.00 1.87 -0.282
O 1.74 3.80 2.31 0.086
B 0.28 3.74 1.98 -0.718
O -0.16 5.08 1.60 0.213
C 0.97 5.80 1.46 -0.347
O 1.01 6.96 1.05 0.140
O -0.39 3.25 3.28 0.235
C -0.80 2.04 3.04 -0.327
O -1.55 1.46 3.88 0.077
C -0.70 1.71 1.51 -0.315
O -0.06 2.66 0.93 0.117
O -1.08 0.73 0.86 -0.099
O 3.61 1.72 -2.03 0.092
C 2.51 2.27 -1.75 -0.297
O 2.20 3.58 -1.88 0.229
B 0.71 3.66 -1.69 -0.842
O 0.15 2.31 -1.27 0.190
C 1.25 1.50 -1.22 -0.300
O 1.24 0.36 -0.80 -0.174
O 0.46 4.63 -0.62 0.195
C -0.38 5.52 -1.06 -0.301
O -0.98 6.41 -0.41 0.113
C -0.73 5.14 -2.53 -0.371
O -0.03 4.05 -2.87 0.248
O -1.47 5.80 -3.19 0.163
C -3.17 -2.59 0.33 -0.029
O -2.34 -3.23 1.37 0.023
C -1.31 -2.47 1.80 -0.450
O -1.05 -1.28 1.49 -0.064
O -0.53 -3.21 2.64 -0.060
C -1.03 -4.40 3.30 -0.031
H -4.20 -2.95 0.28 0.102
H -2.68 -2.62 -0.64 0.085
H -3.32 -1.53 0.52 0.090
H -2.02 -4.24 3.71 0.095
H -0.48 -4.74 4.17 0.096
H -1.14 -5.22 2.59 0.094
C 1.32 -3.87 0.69 -0.061
O 1.08 -4.20 -0.68 0.046
C 0.29 -3.43 -1.44 -0.434
O -0.14 -2.38 -1.02 0.018
O 0.39 -3.91 -2.73 0.045
C -0.27 -3.22 -3.70 -0.089
H 1.75 -2.88 0.88 0.036
H 2.07 -4.57 1.04 0.109
H 0.43 -3.91 1.32 0.079
H 0.16 -2.31 -4.13 0.090
H -1.31 -3.04 -3.43 0.100
H -0.54 -3.77 -4.60 0.106
C -4.33 -1.00 -1.54 -0.066
O -3.47 -0.92 -2.61 0.040
C -2.13 -1.01 -2.35 -0.470
O -1.64 -1.04 -1.19 -0.109
O -1.49 -0.93 -3.49 -0.022
C -0.31 -0.18 -3.61 -0.025
H -5.35 -0.68 -1.77 0.116
H -3.89 -0.45 -0.70 0.101
H -4.32 -2.00 -1.11 0.048
H 0.06 0.00 -4.61 0.121
H 0.47 -0.35 -2.87 0.098
H -0.60 0.82 -3.26 0.110
C 2.14 1.81 1.65 0.034
O 2.89 0.68 2.19 0.089
C 2.56 -0.53 1.76 -0.459
O 1.80 -0.83 0.81 -0.052
O 3.35 -1.44 2.36 0.032
C 3.24 -2.85 2.04 -0.059
H 2.85 2.31 0.99 0.144
H 1.96 2.47 2.49 0.069
H 1.19 1.70 1.13 0.070
H 4.17 -3.39 2.20 0.108
H 3.28 -2.97 0.95 0.091
H 2.36 -3.32 2.48 0.094

56
Properties=species:S:1:pos:R:3:lowdin_charge:R:1 method="wB97M-V/def2-TZVPD" de_lowest_kcal_mol=8.4 homo_ev=-4.07 gap_ev=5.63 charge=-1
Ba 0.73 2.25 0.50 1.433
C -1.70 3.78 -1.77 -0.042
O -0.93 2.58 -1.79 -0.216
C -1.36 1.54 -2.54 -0.210
C -2.44 1.59 -3.41 -0.042
C -2.79 0.42 -4.10 -0.681
Br -4.27 0.49 -5.28 0.735
C -2.11 -0.75 -3.92 -0.084
C -1.01 -0.80 -3.05 -0.058
C -0.63 0.35 -2.36 -0.190
O 0.39 0.40 -1.50 -0.098
C -0.26 -2.02 -2.80 -0.221
N 0.74 -2.09 -1.95 0.165
C 1.17 -3.40 -1.98 -0.200
C 2.21 -4.02 -1.28 -0.005
C 2.42 -5.36 -1.50 -0.092
C 1.62 -6.09 -2.41 -0.099
C 0.60 -5.49 -3.11 -0.025
C 0.39 -4.13 -2.88 -0.183
N -0.52 -3.23 -3.39 0.178
H -1.69 4.25 -2.76 0.102
H -1.22 4.44 -1.05 0.057
H -2.72 3.57 -1.45 0.111
H -3.01 2.49 -3.54 0.104
H -2.43 -1.63 -4.46 0.096
H 0.75 -0.52 -1.39 0.075
H 2.81 -3.45 -0.58 0.118
H 3.21 -5.88 -0.97 0.100
H 1.82 -7.14 -2.55 0.098
H -0.01 -6.05 -3.81 0.106
H -1.24 -3.41 -4.07 0.152
O 0.52 -1.12 1.43 -0.187
C 0.63 -1.33 2.83 -0.259
C 0.43 -0.03 3.62 -0.546
C 0.33 -0.45 5.12 -0.238
O 1.49 -1.06 5.68 -0.068
C 1.67 0.91 3.54 -0.607
Se 3.00 0.83 2.05 0.205
C -0.94 0.67 3.41 -0.623
Se -1.82 0.98 1.67 0.245
H 0.91 -1.88 0.99 0.068
H 1.63 -1.71 3.06 0.105
H -0.11 -2.07 3.16 0.131
H -0.53 -1.13 5.24 0.116
H 0.15 0.44 5.72 0.131
H 1.80 -1.74 5.07 0.073
H 2.31 0.67 4.39 0.027
H 1.33 1.93 3.71 0.045
H -0.86 1.63 3.91 0.045
H -1.68 0.09 3.96 0.033
B 0.17 7.46 1.62 -0.447
C 0.27 5.97 1.10 -0.267
N 0.35 4.87 0.72 -0.126
H 1.12 8.06 1.16 -0.014
H -0.89 7.90 1.19 -0.014
H 0.19 7.44 2.83 -0.012

99
Properties=species:S:1:pos:R:3:lowdin_charge:R:1 method="wB97M-V/def2-TZVPD" homo_ev=-2.55 gap_ev=3.48 charge=-1
C 1.24 1.10 -2.87 -0.104
C 0.79 -0.21 -3.52 -0.324
N -0.21 -0.92 -2.74 -0.144
C -1.52 -1.05 -3.34 -0.329
O -2.01 0.35 -3.76 -0.347
N -2.38 1.11 -2.70 -0.151
O -2.30 2.29 -2.88 -0.052
H 0.39 1.76 -2.74 0.053
H 2.02 1.58 -3.45 0.054
H 1.67 0.86 -1.90 0.058
H 0.44 -0.05 -4.53 0.061
H 1.69 -0.83 -3.60 0.088
H -0.25 -0.55 -1.80 -0.022
H -2.19 -1.36 -2.54 -0.068
C 1.14 -2.22 1.32 -1.622
Br -0.31 -1.10 0.77 0.670
Br 2.09 -2.94 -0.18 0.612
Br 2.32 -1.30 2.55 0.581
H 0.71 -3.05 1.87 -0.132
C 0.04 1.02 4.34 -1.641
Br 0.97 2.09 5.64 0.507
Br -1.34 -0.03 5.17 0.552
Br -0.63 2.08 2.90 0.589
H 0.75 0.33 3.92 -0.131
C -5.69 -2.32 -4.12 -1.619
Br -4.45 -1.09 -3.33 0.762
Br -4.90 -4.05 -4.41 0.553
Br -7.35 -2.48 -3.11 0.531
H -5.96 -1.93 -5.09 -0.065
C 1.46 -6.31 1.35 -1.560
Br 2.79 -5.52 2.48 0.585
Br 1.40 -8.23 1.55 0.743
Br -0.26 -5.52 1.66 0.635
H 1.74 -6.10 0.33 -0.113
C 2.20 -3.06 6.11 -1.613
Br 3.88 -3.24 5.18 0.542
Br 0.72 -3.70 5.08 0.553
Br 2.27 -3.91 7.83 0.570
H 2.04 -2.00 6.28 -0.030
C 0.62 -8.39 -1.28 -1.700
Br -1.12 -7.61 -1.53 0.631
Br 0.71 -10.16 -2.01 0.586
Br 2.00 -7.25 -1.98 0.641
H 0.78 -8.47 -0.22 -0.269
C 0.28 5.55 8.37 -1.601
Br -0.57 5.24 10.06 0.582
Br 1.94 4.59 8.22 0.548
Br -0.89 5.19 6.89 0.566
H 0.52 6.60 8.33 -0.026
C -0.73 2.82 -7.05 -1.635
Br 0.98 1.96 -6.86 0.558
Br -2.18 1.61 -6.71 0.635
Br -0.85 4.39 -5.94 0.547
H -0.80 3.15 -8.08 -0.074
C -3.44 2.75 8.63 -1.665
Br -4.32 2.40 10.30 0.570
Br -1.81 1.75 8.47 0.543
Br -4.60 2.43 7.13 0.598
H -3.19 3.80 8.62 -0.110
C 1.58 5.04 -9.87 -1.618
Br 2.38 5.20 -8.13 0.566
Br 1.71 3.25 -10.55 0.581
Br -0.24 5.66 -9.86 0.595
H 2.14 5.67 -10.54 -0.062
C 2.89 -8.13 8.69 -1.668
Br 4.56 -7.37 9.27 0.560
Br 2.67 -7.98 6.79 0.566
Br 2.68 -9.94 9.29 0.567
H 2.10 -7.55 9.15 -0.034
C -3.47 -7.49 1.29 -1.696
Br -5.04 -6.84 0.40 0.594
Br -3.31 -6.80 3.07 0.554
Br -3.37 -9.40 1.24 0.563
H -2.62 -7.12 0.74 -0.144
C -8.43 -3.44 -6.93 -1.658
Br -10.28 -2.94 -6.82 0.560
Br -8.23 -5.23 -7.59 0.565
Br -7.42 -2.18 -7.97 0.580
H -8.03 -3.42 -5.93 -0.085
C 5.72 6.04 -9.44 -1.678
Br 7.21 7.18 -9.03 0.573
Br 5.21 6.18 -11.29 0.588
Br 6.04 4.22 -8.93 0.566
H 4.88 6.39 -8.86 -0.105
C 4.68 4.80 4.70 -1.639
Br 5.54 4.94 6.42 0.554
Br 4.63 2.98 4.08 0.574
Br 2.93 5.58 4.73 0.552
H 5.27 5.36 4.00 -0.032
C 6.95 6.69 -5.04 -1.661
Br 5.14 6.84 -5.65 0.574
Br 7.14 7.30 -3.22 0.577
Br 7.62 4.90 -5.26 0.570
H 7.56 7.33 -5.66 -0.046
C -4.96 6.38 7.09 -1.663
Br -6.84 6.28 6.72 0.582
Br -4.13 7.85 6.17 0.573
Br -4.61 6.44 8.98 0.572
H -4.52 5.46 6.71 -0.075

50
Properties=species:S:1:pos:R:3:mulliken_spin:R:1 method="wB97M-V/def2-TZVPD" de_lowest_kcal_mol=121.4 spin_multiplicity=2 homo_ev="-10.71 / -10.72" gap_ev="5.35 / 5.38" charge=+1
C -1.44 3.40 -1.47 0.000
C -1.25 2.05 -1.25 0.000
C 0.02 1.46 -1.59 -0.008
C 1.09 2.29 -2.10 0.003
C 0.84 3.68 -2.31 0.000
C -0.39 4.22 -2.01 0.000
C 2.33 1.67 -2.34 -0.004
C 2.51 0.30 -2.07 0.004
C 1.36 -0.44 -1.58 0.000
C 1.48 -1.83 -1.25 -0.006
C 2.72 -2.45 -1.42 0.000
C 3.85 -1.73 -1.92 0.000
C 3.75 -0.39 -2.23 -0.001
H -2.40 3.87 -1.21 0.000
H 1.65 4.31 -2.69 0.000
H -0.58 5.28 -2.17 0.000
H 3.17 2.26 -2.72 0.000
H 2.83 -3.51 -1.17 0.000
H 4.80 -2.25 -2.03 0.000
H 4.62 0.17 -2.60 0.000
N 0.16 0.14 -1.39 0.009
Yb 0.03 0.02 2.13 0.998
C -2.28 1.17 -0.60 0.001
H -2.25 0.16 -1.03 0.000
H -3.30 1.60 -0.71 0.000
C 0.28 -2.52 -0.68 0.001
H -0.63 -2.17 -1.19 0.000
H 0.36 -3.62 -0.78 0.000
P -1.97 0.96 1.25 -0.002
P 0.03 -2.14 1.16 -0.010
C 1.34 -3.25 1.87 0.001
H 1.23 -3.27 2.96 0.000
H 1.28 -4.28 1.47 0.000
H 2.33 -2.83 1.63 -0.001
C -1.48 -3.20 1.43 0.000
H -1.33 -4.24 1.10 0.000
H -1.74 -3.20 2.50 0.000
H -2.33 -2.76 0.87 0.000
C -2.29 2.68 1.83 0.000
H -3.24 3.09 1.43 0.000
H -2.32 2.68 2.93 0.000
H -1.45 3.32 1.52 0.000
C -3.57 0.13 1.73 0.000
H -3.59 0.00 2.83 0.000
H -4.45 0.72 1.42 0.000
H -3.62 -0.87 1.27 0.000
C 1.71 -0.17 2.92 -0.004
O 2.79 -0.19 3.37 0.009
H 0.81 0.68 0.96 0.011
Cl -1.45 -0.98 3.93 -0.001

50
Properties=species:S:1:pos:R:3:mulliken_spin:R:1 method="wB97M-V/def2-TZVPD" de_lowest_kcal_mol=46.9 spin_multiplicity=8 homo_ev="-10.54 / -10.56" gap_ev="6.27 / 5.96" charge=+1
C -4.10 -1.39 -2.82 0.012
C -2.93 -0.67 -2.93 -0.017
C -2.94 0.74 -2.65 -0.018
C -4.17 1.38 -2.23 -0.012
C -5.34 0.60 -2.16 0.006
C -5.33 -0.76 -2.47 -0.003
C -4.10 2.74 -1.86 -0.014
C -2.89 3.45 -1.92 0.036
C -1.71 2.74 -2.37 0.009
C -0.43 3.38 -2.37 -0.002
C -0.34 4.70 -1.95 -0.006
C -1.49 5.43 -1.54 -0.001
C -2.74 4.80 -1.52 0.001
H -4.08 -2.45 -3.04 0.001
H -6.28 1.09 -1.87 0.000
H -6.22 -1.35 -2.44 0.000
H -5.00 3.25 -1.56 0.000
H 0.63 5.19 -1.96 0.000
H -1.38 6.46 -1.26 0.000
H -3.63 5.34 -1.20 0.000
N -1.79 1.43 -2.71 0.003
Gd 0.11 -0.28 0.24 6.712
C -1.62 -1.36 -3.29 -0.005
H -0.95 -0.62 -3.77 0.003
H -1.75 -2.31 -3.83 0.002
C 0.79 2.58 -2.78 0.002
H 0.49 1.86 -3.56 0.001
H 1.62 3.24 -3.10 0.002
P -0.70 -1.86 -1.77 0.004
P 1.42 1.50 -1.38 0.083
C 2.27 2.76 -0.32 0.009
H 2.80 2.21 0.48 0.000
H 2.98 3.36 -0.92 0.001
H 1.50 3.40 0.15 -0.004
C 2.84 0.67 -2.23 0.001
H 3.53 1.41 -2.67 0.000
H 3.36 0.05 -1.48 0.000
H 2.44 0.00 -3.01 0.000
C -1.75 -3.06 -0.87 0.004
H -2.01 -3.85 -1.59 -0.004
H -1.18 -3.46 -0.01 0.002
H -2.65 -2.53 -0.49 0.003
C 0.77 -2.79 -2.35 -0.004
H 1.35 -3.09 -1.46 -0.002
H 0.40 -3.65 -2.92 0.000
H 1.41 -2.11 -2.95 0.001
C 0.01 1.35 1.82 -0.045
O -0.06 2.07 2.73 0.017
H -1.43 0.81 -0.21 0.222
F 1.97 -1.22 0.27 0.000